This record from OMol25 describes a 4-piece molecular cluster, C19H28NO14 overall in a non-equilibrium geometry. The level of theory is wB97M-V/def2-TZVPD.

Values from the calculation:
Lowest unoccupied orbital energy ... 0.0796 hartree

```
! wB97M-V def2-TZVPD RIJCOSX def2/J DEFGRID3
* xyz -1 1
C 0.972 -3.398 -1.217
C 2.186 -2.897 -0.320
O 2.996 -3.769 0.109
O 2.480 -1.546 0.026
C 1.354 -0.676 -0.135
O 0.240 -0.883 0.425
C 1.526 0.660 -1.024
N 1.209 0.486 -2.465
C -0.145 -0.104 -2.693
C 2.295 -0.328 -3.085
C 2.262 -0.371 -4.689
O 3.275 -0.923 -5.262
O 1.263 0.170 -5.472
H -0.015 -3.191 -0.657
H 1.066 -4.512 -1.497
H 0.873 -2.839 -2.221
H 0.928 1.530 -0.565
H 2.634 0.974 -0.912
H -0.818 -0.072 -1.767
H -0.053 -1.146 -3.155
H -0.677 0.550 -3.485
H 2.360 -1.403 -2.687
H 3.301 0.165 -2.804
C -3.681 -0.758 3.365
C -3.843 -1.623 2.134
C -3.313 -3.018 2.304
O -2.935 -3.370 0.981
C -2.650 -2.204 0.331
O -2.114 -2.139 -0.735
O -3.052 -1.126 1.059
H -2.626 -0.549 3.564
H -4.166 0.210 3.212
H -4.124 -1.230 4.245
H -4.890 -1.630 1.811
H -4.073 -3.705 2.683
H -2.430 -3.075 2.948
C 4.292 0.627 4.324
C 3.552 -0.664 4.602
C 2.617 -1.070 3.501
O 1.613 -1.797 4.200
C 1.594 -1.316 5.474
O 0.741 -1.564 6.278
O 2.669 -0.512 5.711
H 3.607 1.480 4.316
H 5.021 0.821 5.114
H 4.820 0.585 3.369
H 4.262 -1.463 4.838
H 3.104 -1.704 2.758
H 2.145 -0.224 2.991
C -2.967 4.826 -4.366
C -2.292 3.852 -3.424
C -2.540 4.149 -1.973
O -1.370 3.641 -1.348
C -0.374 3.689 -2.281
O 0.783 3.521 -2.042
O -0.875 3.958 -3.519
H -2.524 5.823 -4.286
H -2.827 4.506 -5.402
H -4.039 4.894 -4.168
H -2.575 2.825 -3.675
H -3.430 3.641 -1.593
H -2.620 5.218 -1.751
*
```

This record from OMol25 describes C19H28NPSr as an isolated structure in a non-equilibrium geometry. The level of theory is wB97M-V/def2-TZVPD.

Values from the calculation:
ΔE to the lowest compared entry with this formula, charge and spin ... 91.74 kcal per mole
Lowest unoccupied orbital energy (spin up / spin down) ... -0.0502 / -0.0605 hartree

```
! wB97M-V def2-TZVPD RIJCOSX def2/J DEFGRID3
* xyz 0 1
C -2.420 0.746 -3.492
C -2.243 -0.484 -2.874
C -1.526 -0.532 -1.659
C -1.127 0.657 -1.165
C -1.194 1.864 -1.747
C -1.905 1.930 -2.949
C -1.302 -1.880 -0.921
C 0.153 -2.416 -0.774
N 1.264 -1.468 -0.628
Sr 0.232 0.021 0.772
C -0.465 3.112 -1.139
P 1.219 2.594 -0.634
H -2.639 -1.435 -3.297
H -2.015 2.914 -3.446
H -2.971 0.794 -4.423
H -0.984 3.460 -0.236
H -0.361 3.910 -1.871
H -1.769 -1.843 0.098
H -1.818 -2.663 -1.471
H 0.187 -3.075 0.103
C 1.919 3.861 0.475
C 2.195 2.585 -2.177
H 0.446 -2.962 -1.676
C 1.773 -0.864 -1.842
C 2.312 -1.914 0.303
H -0.439 2.039 1.735
H 2.266 -1.702 -2.354
H 0.953 -0.467 -2.453
H 2.512 -0.073 -1.630
H 2.889 -2.660 -0.273
H 2.982 -1.113 0.624
H 1.871 -2.385 1.201
H 2.197 3.631 -2.530
H 3.220 2.209 -1.934
H 1.719 1.887 -2.905
H 2.061 4.760 -0.140
H 1.215 4.011 1.313
H 2.875 3.461 0.866
H 1.844 0.613 2.144
C -1.875 -2.386 4.881
C -1.399 -3.213 3.878
C -0.783 -2.675 2.683
C -0.732 -1.309 2.625
C -1.163 -0.442 3.557
C -1.762 -0.985 4.743
H -2.328 -2.806 5.769
H -1.468 -4.301 3.950
H -0.410 -3.355 1.921
H -1.079 0.665 3.478
H -2.124 -0.320 5.522
*
```

This record from OMol25 describes a 6-piece molecular cluster, C19H29BCl2N2O18 overall. The level of theory is wB97M-V/def2-TZVPD.

Values from the calculation:
Structure (SMILES) ... C[C@@H](Cl)[C@H](Cl)NC(=O)OB(N)O.O=C1OCCO1.O=C1OCCO1.O=C1OCCO1.O=C1OCCO1.O=C1OCCO1
Lowest unoccupied orbital energy ... 0.0079 hartree

```
! wB97M-V def2-TZVPD RIJCOSX def2/J DEFGRID3
* xyz 0 1
C -0.556 -0.336 4.287
C -0.102 0.557 3.148
Cl 0.339 -0.438 1.747
C -1.152 1.628 2.818
Cl -2.448 1.027 1.753
N -0.571 2.834 2.277
C -0.262 3.840 3.172
O -1.035 4.341 3.937
O 1.026 4.264 3.043
B 1.948 3.877 4.053
N 3.099 3.156 3.681
O 1.734 4.248 5.342
H -0.872 0.279 5.129
H 0.267 -0.965 4.614
H -1.377 -0.972 3.965
H 0.805 1.088 3.437
H -1.663 1.887 3.740
H 0.215 2.655 1.664
H 3.076 2.629 2.823
H 3.588 2.662 4.410
H 0.958 4.807 5.430
O -0.613 -3.422 2.141
C -0.370 -3.718 1.017
O 0.516 -3.068 0.220
C 0.704 -3.846 -0.968
C -0.579 -4.654 -1.037
O -0.933 -4.748 0.354
H 0.851 -3.190 -1.822
H 1.588 -4.472 -0.836
H -1.372 -4.136 -1.569
H -0.451 -5.648 -1.454
O -2.231 -5.420 -3.311
C -2.022 -6.484 -3.798
O -0.955 -7.259 -3.496
C -1.164 -8.559 -4.070
C -2.130 -8.252 -5.200
O -2.809 -7.089 -4.706
H -0.221 -8.980 -4.404
H -1.605 -9.207 -3.314
H -1.621 -7.991 -6.128
H -2.845 -9.047 -5.390
O -1.894 -11.960 -2.429
C -2.466 -11.406 -1.548
O -3.175 -10.262 -1.706
C -3.900 -10.001 -0.498
C -3.080 -10.763 0.529
O -2.500 -11.808 -0.262
H -3.948 -8.931 -0.316
H -4.910 -10.398 -0.606
H -2.275 -10.158 0.950
H -3.670 -11.191 1.334
O 3.204 7.324 -1.433
C 2.328 7.323 -0.628
O 2.160 6.390 0.328
C 1.150 6.846 1.239
C 0.367 7.823 0.382
O 1.364 8.269 -0.550
H 0.564 6.011 1.599
H 1.638 7.334 2.084
H -0.436 7.340 -0.175
H -0.034 8.669 0.932
O 2.003 13.410 -2.854
C 2.479 12.329 -2.738
O 3.325 11.960 -1.749
C 3.500 10.537 -1.807
C 3.161 10.233 -3.253
O 2.249 11.291 -3.575
H 4.516 10.271 -1.534
H 2.805 10.069 -1.115
H 4.030 10.308 -3.909
H 2.688 9.266 -3.388
*
```

This record from OMol25 describes C19H29BN8O2Pd as an isolated structure. The level of theory is wB97M-V/def2-TZVPD.

Values from the calculation:
Lowest unoccupied orbital energy (spin up / spin down) ... 0.1680 / 0.1680 hartree

```
! wB97M-V def2-TZVPD RIJCOSX def2/J DEFGRID3
* xyz -2 1
Pd 0.661 0.151 -0.079
C -0.647 3.116 -1.493
C -1.651 2.575 -0.527
C -2.923 3.065 -0.166
C -3.394 2.161 0.765
C -4.697 2.168 1.496
N -2.453 1.207 0.927
N -1.380 1.466 0.134
B -2.499 -0.040 1.842
N -1.295 -0.070 2.806
N -0.020 -0.108 2.341
C 0.776 -0.067 3.390
C 2.258 -0.076 3.206
C 0.015 0.000 4.579
C -1.298 0.001 4.156
C -2.543 0.073 4.979
N -2.613 -1.334 1.003
N -1.648 -1.644 0.110
C -2.000 -2.780 -0.458
C -1.110 -3.379 -1.500
C -3.225 -3.239 0.076
C -3.579 -2.278 1.003
C -4.783 -2.221 1.887
H -0.789 4.190 -1.646
H -0.711 2.608 -2.458
H 0.357 2.919 -1.109
H -3.426 3.949 -0.525
H -5.264 3.054 1.200
H -4.565 2.192 2.579
H -5.300 1.286 1.270
H -3.503 0.037 2.513
H 2.524 -0.076 2.144
H 2.710 -0.956 3.674
H 2.712 0.809 3.662
H 0.366 0.049 5.599
H -2.270 0.104 6.036
H -3.194 -0.790 4.820
H -3.136 0.962 4.754
H -0.246 -2.728 -1.645
H -1.624 -3.481 -2.460
H -0.762 -4.372 -1.203
H -3.775 -4.134 -0.173
H -5.404 -3.101 1.704
H -5.388 -1.331 1.701
H -4.515 -2.206 2.945
C 1.913 0.814 -4.233
C 1.839 0.176 -2.873
N 0.742 -0.292 -2.347
O -0.426 0.027 -3.137
C 3.006 0.115 -2.035
C 4.383 -0.034 -2.603
N 2.812 0.242 -0.725
O 3.854 0.130 0.037
H 0.941 1.208 -4.527
H 2.226 0.097 -5.002
H 2.647 1.624 -4.232
H -1.095 -0.119 -2.456
H 4.372 -0.571 -3.557
H 4.995 -0.576 -1.878
H 4.889 0.929 -2.774
*
```

This record from OMol25 describes a 8-piece molecular cluster, C19H29Cl8FO12 overall in a non-equilibrium geometry. The level of theory is wB97M-V/def2-TZVPD.

Values from the calculation:
Structure (SMILES) ... O=C1OC[C@@H](F)O1.C[C@H]1COC(=O)O1.C[C@H]1COC(=O)O1.C[C@H]1COC(=O)O1.ClCCl.ClCCl.ClCCl.ClCCl
Lowest unoccupied orbital energy ... 0.0010 hartree

```
! wB97M-V def2-TZVPD RIJCOSX def2/J DEFGRID3
* xyz 0 1
O 3.895 -4.649 4.534
C 3.289 -5.046 3.584
O 1.940 -4.981 3.432
C 1.720 -5.390 2.056
C 3.110 -5.927 1.632
F 3.298 -5.622 0.323
O 3.941 -5.225 2.478
H 0.928 -6.118 2.231
H 1.241 -4.630 1.438
H 3.280 -6.998 1.739
C -9.066 -2.677 -0.704
C -8.091 -3.652 -1.437
C -6.831 -3.070 -2.000
O -5.869 -3.958 -1.398
C -6.397 -4.830 -0.493
O -5.819 -5.770 0.070
O -7.649 -4.727 -0.515
H -9.336 -1.910 -1.430
H -8.567 -2.165 0.118
H -10.042 -3.084 -0.438
H -8.553 -4.025 -2.352
H -6.651 -2.046 -1.674
H -6.834 -3.099 -3.090
C 0.958 -3.842 -6.846
C -0.483 -3.736 -6.403
C -0.963 -2.315 -6.232
O -2.272 -2.349 -6.710
C -2.529 -3.413 -7.501
O -3.546 -3.718 -8.182
O -1.390 -4.255 -7.378
H 1.581 -3.449 -6.043
H 1.039 -3.293 -7.784
H 1.214 -4.874 -7.088
H -0.598 -4.371 -5.524
H -0.435 -1.485 -6.701
H -1.091 -1.953 -5.212
C 4.372 8.002 2.187
C 3.490 7.395 3.299
C 3.069 8.161 4.505
O 1.712 7.763 4.823
C 1.227 7.143 3.713
O 0.075 6.732 3.574
O 2.203 7.121 2.759
H 5.356 8.076 2.650
H 4.050 9.006 1.911
H 4.394 7.441 1.253
H 3.902 6.419 3.553
H 3.212 9.225 4.318
H 3.732 8.016 5.357
Cl 7.667 1.054 -0.291
C 7.832 -0.652 0.029
Cl 9.564 -0.908 0.461
H 7.286 -1.072 0.873
H 7.525 -1.268 -0.817
Cl -1.599 0.088 0.563
C -0.313 0.948 1.404
Cl 1.222 0.174 1.197
H -0.165 1.935 0.967
H -0.624 0.978 2.449
Cl 1.709 1.517 7.777
C 3.305 0.800 7.348
Cl 4.664 1.860 7.626
H 3.431 -0.009 8.068
H 3.334 0.444 6.318
Cl -3.061 5.659 -2.059
C -2.782 7.300 -1.489
Cl -2.884 8.495 -2.946
H -3.571 7.486 -0.760
H -1.757 7.322 -1.120
*
```

This record from OMol25 describes a single C19H29N3O3S molecule in a non-equilibrium geometry. The level of theory is wB97M-V/def2-TZVPD.

Values from the calculation:
Structure (SMILES) ... C[C@@H]1CCCC[C@H]1NC(=O)c1ccc(S(=O)(=O)N2CCN(C)CC2)cc1
ΔE to the lowest compared entry with this formula, charge and spin ... 14.30 kcal per mole
Lowest unoccupied orbital energy ... 0.0084 hartree

```
! wB97M-V def2-TZVPD RIJCOSX def2/J DEFGRID3
* xyz 0 1
C 3.039 1.789 0.591
C 3.822 0.480 0.519
C 5.322 0.750 0.396
C 6.115 -0.550 0.328
C 5.651 -1.391 -0.856
C 4.159 -1.680 -0.741
C 3.363 -0.373 -0.676
N 1.934 -0.650 -0.618
C 1.328 -1.336 0.376
O 1.912 -1.828 1.322
C -0.163 -1.422 0.239
C -0.914 -1.465 1.411
C -2.295 -1.504 1.355
C -2.917 -1.506 0.122
S -4.711 -1.505 0.042
O -5.216 -2.020 1.281
O -5.100 -2.137 -1.184
N -5.237 0.075 -0.056
C -5.064 0.884 1.119
C -3.662 1.530 1.175
N -2.966 1.306 -0.078
C -1.659 1.921 -0.084
C -3.788 1.711 -1.201
C -5.003 0.766 -1.299
C -2.189 -1.530 -1.050
C -0.808 -1.483 -0.994
H 3.177 2.370 -0.321
H 3.385 2.386 1.431
H 1.976 1.600 0.724
H 3.635 -0.096 1.429
H 5.652 1.341 1.253
H 5.509 1.339 -0.506
H 7.180 -0.330 0.235
H 5.965 -1.114 1.250
H 6.204 -2.331 -0.888
H 5.850 -0.853 -1.787
H 3.817 -2.268 -1.596
H 3.960 -2.251 0.166
H 3.532 0.195 -1.598
H 1.351 -0.202 -1.304
H -0.391 -1.467 2.356
H -2.900 -1.548 2.246
H -5.236 0.229 1.973
H -5.841 1.656 1.111
H -3.759 2.611 1.389
H -3.061 1.083 1.969
H -1.702 3.017 0.013
H -1.078 1.521 0.746
H -1.154 1.672 -1.016
H -4.128 2.756 -1.090
H -3.190 1.648 -2.112
H -4.856 -0.007 -2.052
H -5.903 1.333 -1.559
H -2.713 -1.595 -1.990
H -0.236 -1.526 -1.911
*
```